The following is a quantum chemistry calculation of C29H27FeN5O2 as an isolated structure, from the Open Molecules 2025 dataset.

Computed properties:
ΔE to the lowest compared entry with this formula, charge and spin = 0.00 kcal/mol
spin multiplicity = 6
Kohn-Sham gap (spin up / spin down) = 6.21 / 5.83 eV
<S²> = 8.764
net charge = +1
HOMO (spin up / spin down) = -0.3609 / -0.3603 hartree
total energy = -2809.1813 Ha
E_LUMO (spin up / spin down) = -3.62 / -3.98 eV

Each line ends with the natural charge from an NBO analysis.
Element x y z (Å)
1 Fe -0.4925 -0.1799 0.0020  1.784
2 C -2.0698 0.7517 3.0266  -0.668
3 C -0.6849 0.2146 3.2134  0.284
4 C -0.2178 -0.1330 4.4814  -0.223
5 C 1.0913 -0.5269 4.6437  -0.117
6 C 1.9437 -0.5096 3.5474  -0.215
7 C 1.4244 -0.1543 2.3220  0.173
8 N 0.1218 0.1405 2.1487  -0.525
9 C 2.2651 0.0240 1.1070  0.210
10 C 3.6476 0.1306 1.1190  -0.214
11 C 4.2940 0.4221 -0.0717  -0.118
12 C 3.5651 0.6020 -1.2375  -0.232
13 C 2.1892 0.4578 -1.1814  0.298
14 N 1.5857 0.1732 -0.0286  -0.551
15 C 1.2833 0.5161 -2.3599  0.150
16 C 1.6934 0.9603 -3.5959  -0.222
17 C 0.8062 0.8528 -4.6620  -0.121
18 C -0.4210 0.2662 -4.4570  -0.220
19 C -0.7868 -0.1628 -3.1772  0.297
20 C -2.0884 -0.8713 -2.9631  -0.664
21 N 0.0486 0.0178 -2.1472  -0.538
22 H -2.7073 0.4863 3.8670  0.239
23 H -2.5255 0.3920 2.1081  0.248
24 H -2.0186 1.8427 2.9731  0.241
25 H -0.8942 -0.0894 5.3236  0.239
26 H 1.4600 -0.8220 5.6169  0.239
27 H 2.9851 -0.7749 3.6570  0.232
28 H 4.2085 0.0130 2.0343  0.240
29 H 5.3718 0.5137 -0.0913  0.242
30 H 4.0677 0.8204 -2.1681  0.239
31 H 2.6792 1.3765 -3.7440  0.231
32 H 1.0942 1.1970 -5.6464  0.239
33 H -1.1117 0.1171 -5.2753  0.240
34 H -2.3571 -1.4132 -3.8686  0.237
35 H -2.8928 -0.1665 -2.7460  0.263
36 H -2.0219 -1.5705 -2.1323  0.244
37 O -3.9553 1.6347 -0.9284  -0.568
38 C -2.8458 1.3887 -0.5253  0.759
39 O -2.3881 0.2066 -0.2114  -0.830
40 C -1.8298 2.4962 -0.3332  0.089
41 C -2.1695 3.8313 -0.4483  -0.192
42 C -1.1868 4.7799 -0.2241  -0.135
43 C 0.0934 4.3572 0.1045  -0.234
44 C 0.3458 3.0001 0.1873  0.058
45 N -0.5986 2.0823 -0.0333  -0.519
46 H -3.1884 4.0878 -0.7027  0.262
47 H -1.4132 5.8353 -0.2978  0.237
48 H 0.8858 5.0669 0.2956  0.237
49 H 1.3312 2.6326 0.4448  0.198
50 C 1.6640 -2.7098 -1.1960  -0.628
51 C 0.4312 -3.0398 -0.4132  0.087
52 C 0.0145 -4.3031 -0.1336  -0.254
53 C -1.1883 -4.2044 0.6291  -0.272
54 C -1.4620 -2.8837 0.7852  0.124
55 C -2.6045 -2.3110 1.5600  -0.650
56 N -0.4742 -2.1145 0.1389  -0.695
57 H 2.0975 -3.6469 -1.5428  0.239
58 H 2.4353 -2.2123 -0.6016  0.192
59 H 1.4658 -2.1082 -2.0846  0.199
60 H 0.5115 -5.2087 -0.4453  0.220
61 H -1.7803 -5.0187 1.0160  0.224
62 H -3.2777 -3.1224 1.8325  0.238
63 H -3.1770 -1.5781 0.9941  0.237
64 H -2.2724 -1.8523 2.4957  0.196

Atomic forces in eV per Å
Fe -0.4 -0.1 -0.1
C 0.0 0.0 0.0
C 0.0 0.0 0.0
C -0.1 0.0 0.0
C 0.1 0.0 0.0
C 0.1 0.0 0.0
C 0.0 0.0 -0.1
N 0.0 0.0 0.0
C 0.0 0.0 0.1
C 0.0 0.0 0.0
C 0.0 0.0 0.0
C 0.1 0.0 0.0
C -0.1 0.0 0.0
N 0.0 0.0 0.0
C 0.0 0.0 0.1
C 0.0 0.0 -0.1
C 0.0 0.0 0.0
C 0.0 0.0 0.0
C 0.0 0.0 0.0
C 0.0 0.0 0.0
N -0.1 -0.1 0.1
H 0.0 0.0 0.0
H 0.0 0.0 0.0
H 0.0 0.0 0.0
H 0.0 0.0 0.0
H 0.0 0.0 0.0
H 0.0 0.0 0.0
H 0.0 0.0 0.0
H 0.0 0.0 0.0
H 0.0 0.0 0.0
H 0.0 0.0 0.0
H 0.0 0.0 0.0
H 0.0 0.0 0.0
H 0.0 0.0 0.0
H 0.0 0.0 0.0
H 0.0 0.0 0.0
O -0.1 0.0 0.0
C 0.1 0.0 0.0
O 0.3 0.0 0.0
C 0.0 -0.1 0.0
C -0.1 0.0 0.0
C 0.0 0.0 0.0
C 0.0 0.0 0.0
C -0.1 0.0 0.0
N 0.1 0.3 0.0
H 0.0 0.0 0.0
H 0.0 0.0 0.0
H 0.0 0.0 0.0
H 0.0 0.0 0.0
C 0.0 0.0 0.0
C 0.0 0.0 0.0
C 0.0 0.0 0.0
C 0.0 0.0 0.0
C 0.0 0.1 0.0
C 0.0 0.0 0.0
N 0.0 -0.2 0.0
H 0.0 0.0 0.0
H 0.0 0.0 0.0
H 0.0 0.0 0.0
H 0.0 0.0 0.0
H 0.0 0.0 0.0
H 0.0 0.0 0.0
H 0.0 0.0 0.0
H 0.0 0.0 0.0